Record 1
The following is a DFT calculation (ωB97M-V with the def2-TZVPD basis set) of C30H42GeIrN7O6S2 as an isolated structure.

Computed properties:
Total charge: +1
Kohn-Sham gap (alpha / beta) (eV): 8.9443 / 5.5444
Energy relative to the best compared isomer or geometry (same formula, charge and spin) (kcal per mole): 7.61
<S²>: 0.7666
Multiplicity: 2

XYZ file:
```
89
Properties=species:S:1:pos:R:3:lowdin_spin:R:1
Ir 0.24 -0.50 -0.25 0.001
N 1.89 0.23 0.79 0.002
C 3.20 -0.37 0.48 0.000
C 3.59 -0.21 -0.98 0.000
C 2.75 -1.05 -1.92 0.000
N 1.35 -0.56 -2.00 0.000
H 1.90 1.25 0.64 0.003
H 1.69 0.06 1.77 0.001
H 3.15 -1.43 0.75 0.000
H 3.95 0.10 1.12 0.000
H 4.63 -0.52 -1.08 0.000
H 3.56 0.85 -1.26 0.000
H 2.72 -2.08 -1.59 0.000
H 3.18 -1.03 -2.93 0.000
H 0.87 -1.11 -2.70 0.000
H 1.37 0.40 -2.34 0.000
C -3.98 0.22 3.31 0.000
N -2.67 -0.19 2.84 0.001
C -1.67 -0.82 3.68 0.001
C -0.46 -0.83 2.76 0.000
O 0.67 -1.11 3.07 0.000
N -0.87 -0.36 1.52 0.002
C -2.13 0.08 1.66 0.000
N -2.76 0.73 0.68 0.000
H -4.31 -0.48 4.07 0.000
H -4.71 0.18 2.50 0.000
H -3.96 1.23 3.74 0.000
H -1.94 -1.83 3.98 0.000
H -1.46 -0.22 4.57 0.000
H -2.18 1.11 -0.06 0.000
H -3.65 1.17 0.84 0.000
N -1.47 -1.33 -1.22 0.000
H -1.55 -2.33 -1.03 0.000
H -1.43 -1.23 -2.23 0.000
H -2.34 -0.89 -0.92 0.000
O 1.05 2.68 -0.17 0.043
C 0.11 2.44 -0.92 0.008
O -0.50 1.28 -0.98 0.001
C -0.47 3.52 -1.80 0.002
C -0.95 3.11 -3.20 0.000
Ge -2.74 3.79 -3.65 0.000
C -2.89 5.55 -2.86 0.000
C -2.05 6.58 -3.30 0.000
C -2.08 7.83 -2.71 0.000
C -2.96 8.08 -1.66 0.000
C -3.80 7.08 -1.21 0.000
C -3.76 5.82 -1.80 0.000
C -4.11 2.59 -2.93 0.000
C -5.46 2.94 -3.02 0.000
C -6.46 2.08 -2.59 0.000
C -6.13 0.84 -2.07 0.000
C -4.80 0.47 -1.98 0.000
C -3.80 1.34 -2.40 0.000
C -2.96 3.85 -5.58 0.000
C -2.78 2.69 -6.34 0.000
C -2.93 2.70 -7.71 0.000
C -3.27 3.88 -8.36 0.000
C -3.46 5.05 -7.63 0.000
C -3.31 5.03 -6.25 0.000
H 0.29 4.30 -1.86 0.000
H -1.28 3.98 -1.21 0.001
H -0.92 2.02 -3.33 0.000
H -0.28 3.52 -3.96 0.000
H -1.36 6.40 -4.12 0.000
H -1.43 8.62 -3.07 0.000
H -2.99 9.06 -1.20 0.000
H -4.48 7.27 -0.39 0.000
H -4.42 5.04 -1.44 0.000
H -5.74 3.90 -3.45 0.000
H -7.50 2.37 -2.68 0.000
H -6.91 0.16 -1.76 0.000
H -4.55 -0.52 -1.60 0.000
H -2.75 1.05 -2.33 0.000
H -2.52 1.76 -5.84 0.000
H -2.79 1.80 -8.28 0.000
H -3.39 3.90 -9.44 0.000
H -3.73 5.97 -8.13 0.000
H -3.46 5.94 -5.68 0.000
C 1.74 -4.75 -0.02 0.000
S 0.48 -3.58 -0.44 0.000
O 0.86 -2.37 0.40 0.000
O -0.81 -4.08 -0.04 0.000
O 0.61 -3.27 -1.85 0.000
H 1.48 -5.22 0.92 0.000
H 2.69 -4.23 0.05 0.000
H 1.76 -5.48 -0.82 0.000
S 0.25 2.61 2.62 0.624
C 0.02 4.22 2.40 0.073
N -0.15 5.36 2.26 0.238
```

***

Record 2
The following is a DFT calculation (ωB97M-V with the def2-TZVPD basis set) of an isolated ion of composition C6H6BrClNO3S and charge -1.

Computed properties:
Total charge: -1
Kohn-Sham gap (eV): 7.1333
SMILES string: O=S(=O)([O-])NC1=C(Br)CC=C[C@H]1Cl
Energy relative to the best compared isomer or geometry (same formula, charge and spin) (kcal per mole): 0.00

XYZ file:
```
19
Properties=species:S:1:pos:R:3:lowdin_charge:R:1
O 3.96 -0.58 -1.51 -0.342
S 3.77 -1.81 -0.80 0.467
O 4.19 -1.78 0.59 -0.353
O 4.03 -2.99 -1.60 -0.345
N 1.78 -2.01 -0.59 -0.043
C 0.79 -1.27 -0.16 -0.462
C -0.60 -1.44 -0.20 -0.730
Br -1.09 -2.92 -1.14 0.745
C -1.52 -0.28 0.10 -0.276
C -0.97 1.06 0.41 -0.142
C 0.33 1.20 0.42 -0.201
C 1.33 0.12 0.40 -0.561
Cl 1.68 -0.16 2.16 0.603
H 1.53 -2.97 -1.05 0.085
H -2.14 -0.55 0.94 0.089
H -2.34 -0.25 -0.76 0.133
H -1.72 1.96 0.47 0.138
H 0.89 2.24 0.64 0.145
H 2.32 0.23 0.03 0.049
```

***

Record 3
The following is a DFT calculation (ωB97M-V with the def2-TZVPD basis set) of C2H8FN4O2Tl as an isolated structure.

Computed properties:
Total charge: +2
Kohn-Sham gap (eV): 2.6909
Energy relative to the best compared isomer or geometry (same formula, charge and spin) (kcal per mole): 0.00

XYZ file:
```
18
Properties=species:S:1:pos:R:3:lowdin_charge:R:1
Tl 0.50 0.45 -0.39 1.345
F -1.50 1.77 -1.67 -0.336
C 2.35 -3.05 -1.35 -0.592
O 1.91 -1.88 -1.25 -0.095
N 1.67 -4.05 -1.91 0.229
N 3.60 -3.38 -0.96 0.229
H 2.04 -4.97 -2.03 0.138
H 0.73 -3.87 -2.24 0.139
H 3.99 -4.30 -0.98 0.137
H 4.08 -2.59 -0.54 0.135
C -1.97 2.98 1.51 -0.547
O -0.90 2.64 1.00 0.039
N -3.07 3.14 0.74 0.281
N -2.15 3.35 2.80 0.302
H -3.95 3.51 1.09 0.151
H -2.99 3.14 -0.27 0.134
H -1.37 3.21 3.42 0.159
H -2.96 3.91 3.02 0.153
```

***

Record 4
The following is a DFT calculation (ωB97M-V with the def2-TZVPD basis set) of C3H3O2Zn as an isolated structure.

Computed properties:
Total charge: +2
Kohn-Sham gap (alpha / beta) (eV): 4.8505 / 6.6486
Energy relative to the best compared isomer or geometry (same formula, charge and spin) (kcal per mole): 13.49
<S²>: 0.7670
Multiplicity: 2

XYZ file:
```
9
Properties=species:S:1:pos:R:3:lowdin_spin:R:1
C -3.21 0.16 0.36 0.383
C -2.07 -0.55 0.37 0.170
H -3.22 1.24 0.52 0.017
H -2.00 -1.57 -0.01 0.011
H -4.15 -0.33 0.10 0.020
O -0.47 0.44 -0.06 0.312
C -0.68 -0.09 1.05 0.069
O -0.48 0.30 2.20 0.019
Zn 0.10 -0.21 3.74 0.000
```

***

Record 5
The following is a DFT calculation (ωB97M-V with the def2-TZVPD basis set) of C4H6O2 as an isolated structure.

Computed properties:
Kohn-Sham gap (eV): 9.8828
Energy relative to the best compared isomer or geometry (same formula, charge and spin) (kcal per mole): 180.64

XYZ file:
```
12
Properties=species:S:1:pos:R:3:lowdin_charge:R:1
C 1.96 -0.23 -0.31 0.078
C 0.64 -0.18 0.25 -0.365
C -0.29 1.07 0.51 -0.118
C -1.52 -0.85 -0.28 -0.083
H 2.56 -1.06 -0.36 0.006
H 2.48 0.72 -0.76 0.091
H 0.35 2.28 0.11 0.206
H -0.43 1.21 1.77 0.165
H -1.26 -1.16 -1.62 0.205
H -2.79 -1.13 0.23 0.205
O -1.51 0.60 -0.30 -0.255
O -0.18 -1.27 0.77 -0.136
```

***

Record 6
The following is a DFT calculation (ωB97M-V with the def2-TZVPD basis set) of a 2-piece molecular cluster, C4H8N overall.

Computed properties:
Total charge: +1
Kohn-Sham gap (eV): 3.8631
Energy relative to the best compared isomer or geometry (same formula, charge and spin) (kcal per mole): 126.27

XYZ file:
```
13
Properties=species:S:1:pos:R:3:lowdin_charge:R:1
C -0.71 -0.78 -1.97 0.392
C -1.62 -0.66 -2.79 0.126
C -0.45 0.88 1.37 -0.101
C 1.75 0.11 1.83 -0.134
N 0.34 0.11 1.88 -0.091
H -1.61 -1.41 -3.56 0.162
H -2.32 0.10 -2.98 0.129
H -0.26 1.57 0.57 0.066
H -1.48 0.81 1.63 0.067
H 2.04 0.91 1.14 0.070
H 2.19 0.43 2.80 0.110
H 2.21 -0.73 1.39 0.063
H -0.07 -1.35 -1.29 0.140
```

***

Record 7
The following is a DFT calculation (ωB97M-V with the def2-TZVPD basis set) of C6H6N3O as an isolated structure.

Computed properties:
Total charge: +1
Kohn-Sham gap (alpha / beta) (eV): 6.5533 / 6.5609
Energy relative to the best compared isomer or geometry (same formula, charge and spin) (kcal per mole): 154.53

XYZ file:
```
16
Properties=species:S:1:pos:R:3:lowdin_charge:R:1
C 1.09 1.59 -1.06 -0.024
C -0.14 2.27 -0.66 -0.056
C 1.26 0.35 -0.63 -0.028
C -1.12 1.64 -0.06 -0.082
C 0.21 -0.27 0.19 -0.255
C 0.46 -1.59 0.41 0.012
N -0.94 0.34 0.42 0.035
N -2.38 -1.74 0.80 0.277
N 0.81 -2.68 0.96 0.185
O -2.46 -0.67 0.45 0.097
H 1.80 2.10 -1.82 0.160
H -0.19 3.33 -0.84 0.118
H 1.98 -0.39 -1.00 0.131
H -2.04 2.03 0.33 0.127
H 0.41 -3.60 0.64 0.170
H 1.25 -2.72 1.86 0.134
```

***

Record 8
The following is a DFT calculation (ωB97M-V with the def2-TZVPD basis set) of C21H22N2O4S3 as an isolated structure.

Computed properties:
Kohn-Sham gap (eV): 8.0874

XYZ file:
```
52
Properties=species:S:1:pos:R:3:lowdin_charge:R:1
O 2.34 1.99 -1.69 0.206
C 1.26 1.71 -1.75 -0.614
N 0.46 2.04 -0.73 0.024
H -0.61 1.62 -0.72 0.203
C 0.84 2.41 0.34 -0.347
C -0.01 2.07 1.79 -0.071
C -1.46 2.61 1.94 -0.114
C -1.36 4.27 1.51 -0.214
C -0.69 4.67 0.25 -0.214
C 0.83 4.07 0.33 -0.094
H 1.25 4.58 -0.57 0.103
H 1.24 4.65 1.07 0.055
H -1.16 4.06 -0.63 0.129
H -0.60 5.82 0.27 0.130
H -2.37 4.63 1.51 0.060
H -0.88 4.66 2.61 0.158
H -1.93 2.14 1.03 0.079
H -1.87 2.40 2.80 0.040
H 0.71 2.61 2.55 0.146
H -0.04 1.11 1.91 -0.011
H 1.82 2.26 0.49 0.103
C 0.33 1.19 -2.83 -0.543
H -0.19 1.94 -3.43 0.101
H 1.17 0.82 -3.49 0.097
S -0.64 -0.14 -2.83 0.983
C 0.37 -0.97 -1.30 -0.291
C -0.06 -1.50 -0.01 -0.234
N 1.05 -1.66 0.60 0.175
C 1.90 -1.83 -0.14 -0.523
C 3.37 -2.22 0.04 -0.450
C 4.40 -1.97 -0.96 -0.088
C 5.55 -2.59 -0.48 -0.177
C 5.46 -2.98 0.94 -0.354
S 3.79 -3.00 1.46 1.075
H 6.14 -3.50 1.57 0.037
H 6.57 -2.36 -0.84 0.100
H 4.32 -1.66 -2.07 0.148
O 1.59 -1.28 -1.18 0.132
S -1.69 -0.94 0.72 0.881
O -2.27 0.31 0.09 -0.366
O -1.50 -0.99 2.29 -0.377
C -2.76 -2.35 0.45 -0.254
C -2.79 -3.53 1.11 -0.060
C -3.43 -4.77 0.72 0.074
C -4.07 -4.62 -0.64 -0.056
C -3.72 -3.66 -1.44 -0.161
C -3.11 -2.57 -1.00 -0.058
H -2.98 -1.74 -1.64 0.071
H -4.31 -3.55 -2.51 0.180
H -4.63 -5.50 -0.82 0.097
H -3.42 -5.43 1.31 -0.022
H -2.20 -3.37 2.00 0.106
```

***

Going through the records in order, we get E values of -135531.281 -107352.183 -19648.387 -55647.051 -8332.628 -5754.389 -12823.323 -65793.100 eV.